1.
Molecular formula: CH3FO2S
Method: DFT, wB97M-V/def2-TZVPD

The structure (SMILES) is O=[SH](=O)CF. The calculation puts the LUMO energy at 0.394 eV. The multiplicity is 1. Its HOMO energy is -11.46 eV.

Each line ends with the Löwdin charge.
Positions of all 8 atoms, in Å:
O (-1.34, -0.72, -1.18)  -0.3357
S (-0.50, -0.71, -0.02)  0.6960
O (-1.09, -0.93, 1.28)  -0.3593
C (0.46, 0.85, 0.12)  -0.1492
F (0.79, 1.24, -1.25)  -0.0968
H (0.41, -1.74, -0.18)  0.0906
H (-0.07, 1.51, 0.75)  0.1025
H (1.33, 0.49, 0.47)  0.0518

---

2.
Molecular formula: CH3FO2S
Method: DFT, wB97M-V/def2-TZVPD

The calculation puts the LUMO energy at -0.331 eV. The multiplicity is 1. Its HOMO energy is -9.61 eV.

Each line ends with the Löwdin charge.
Positions of all 8 atoms, in Å:
C (0.75, -0.50, 0.17)  -0.2418
O (1.24, 0.42, -0.82)  -0.1152
O (-1.25, 1.16, 0.35)  -0.4536
F (-2.75, -0.69, 0.31)  -0.3887
S (-1.25, -0.08, -0.28)  1.0063
H (1.31, -1.44, -0.07)  0.1003
H (1.04, -0.14, 1.11)  0.0585
H (0.91, 1.28, -0.77)  0.0341

---

3.
Molecular formula: CH3FO2S
Method: DFT, wB97M-V/def2-TZVPD

The structure (SMILES) is O=[S@@H](O)=CF. The calculation puts the LUMO energy at 0.315 eV. The multiplicity is 1. Its HOMO energy is -9.17 eV.

Each line ends with the Löwdin charge.
Positions of all 8 atoms, in Å:
O (0.88, -1.07, -1.25)  -0.3866
S (0.05, -0.12, -0.53)  0.8058
O (-1.25, -0.97, -0.06)  -0.2207
C (0.80, 0.72, 0.84)  -0.2875
F (-0.06, 1.60, 1.44)  -0.1065
H (-0.86, 0.18, -1.56)  0.0936
H (-1.27, -1.49, 0.70)  0.0454
H (1.72, 1.14, 0.43)  0.0565

---

Computed energies relative to the best structure, in hartree: 1 0.0000; 2 0.0236; 3 0.0899